(1)
Molecular formula: C3H6N2O2
Method: DFT, ωB97M-V/def2-TZVPD

The geometry in XYZ format:
```
13
Properties=species:S:1:pos:R:3:forces:R:3
H 1.08969 0.01176 -1.79200 -0.891 -0.010 -0.795
N 0.82690 0.03157 -0.84599 0.682 0.058 1.105
C 0.01274 -0.01739 0.08379 0.183 -0.031 -0.015
N 0.52382 -0.01827 1.41876 0.147 0.000 -0.365
C 1.90842 0.00035 1.62251 -0.096 -0.017 0.212
O 2.42752 -0.00522 2.71591 -0.510 0.004 -0.319
O -1.35907 -0.07586 0.03377 1.138 -0.032 0.628
C -1.86798 0.00820 -1.28209 -0.008 -0.034 -0.821
H -0.03492 -0.03632 2.26572 -0.192 -0.002 -0.506
H 2.47506 0.02001 0.67988 -0.197 -0.006 0.215
H -2.92369 -0.25367 -1.22614 0.111 0.160 0.015
H -1.35875 -0.67937 -1.97719 -0.165 0.025 0.425
H -1.71974 1.01420 -1.69694 -0.203 -0.114 0.220
```
Positions in Å, forces in eV/Å.

Computed properties:
energy above the lowest of the compared OMol25 structures with the same formula, charge and spin: 208.1 kJ/mol
SMILES: [H]/N=C(/NC=O)OC
HOMO level: -0.351 hartree
total charge: 0
LUMO: 0.028 hartree
electronic energy: -10282.6404 eV

---

(2)
Molecular formula: C3H6N2O2
Method: DFT, ωB97M-V/def2-TZVPD

The geometry in XYZ format:
```
13
Properties=species:S:1:pos:R:3:forces:R:3
C -1.35616 -1.48237 -0.92296 3.625 3.664 1.436
C 0.02176 0.07918 -0.68096 -4.768 -3.234 2.432
C 1.78809 1.17687 0.45082 -2.039 2.109 1.304
N -1.69742 -0.07301 1.14211 -1.706 -0.679 1.087
N -1.04084 -0.40322 0.10635 2.709 1.263 -2.822
O -0.23496 -0.91799 -1.63398 1.769 0.136 -2.837
O 0.85196 1.10611 -0.64644 0.221 -0.866 -0.036
H -1.01953 -2.43410 -0.63662 -0.406 -1.369 0.661
H -2.26697 -1.30697 -1.39737 -1.470 -0.079 -0.719
H 1.28244 1.42435 1.38712 -0.792 -0.365 -0.037
H 2.35484 2.06959 0.39205 0.848 0.677 -1.135
H 2.37494 0.37408 0.71040 1.284 -2.340 -0.494
H -1.05815 0.38746 1.72948 0.726 1.082 1.162
```
Positions in Å, forces in eV/Å.

Computed properties:
energy above the lowest of the compared OMol25 structures with the same formula, charge and spin: 681.3 kJ/mol
HOMO level (spin up / spin down): -0.245 / -0.245 hartree
total charge: 0
LUMO (spin up / spin down): 0.027 / 0.027 hartree
electronic energy: -10277.7367 eV

---

(3)
Molecular formula: C3H6N2O2S
Method: DFT, ωB97M-V/def2-TZVPD

The geometry in XYZ format:
```
14
Properties=species:S:1:pos:R:3:forces:R:3
C -0.80230 -1.90298 -1.72672 -1.369 -1.701 0.534
S -0.63602 -0.25672 -1.13956 0.056 0.914 0.558
C 0.60971 -0.61363 0.07781 0.134 -0.695 0.212
O 1.17335 -1.69071 0.12419 -0.201 0.230 -0.144
N 0.94906 0.31299 1.02918 -0.702 1.342 0.188
C 0.61764 1.71079 1.23600 1.791 -1.382 -0.166
N -0.54452 2.15155 0.68359 -0.994 -0.483 0.606
O 1.43105 2.40158 1.80398 -0.359 -0.033 -0.074
H 0.14634 -2.40868 -1.58215 0.122 -0.005 -0.527
H -1.54740 -2.51393 -1.10574 0.828 1.029 -0.895
H -1.15322 -1.84040 -2.76146 0.264 -0.233 0.199
H 1.72233 -0.05000 1.56929 0.075 0.448 0.179
H -1.36105 1.54331 0.93033 0.891 1.134 -0.650
H -0.60497 3.15684 0.86126 -0.535 -0.567 -0.020
```
Positions in Å, forces in eV/Å.

Computed properties:
energy above the lowest of the compared OMol25 structures with the same formula, charge and spin: 21.6 kJ/mol
SMILES: CSC(=O)NC(N)=O
HOMO level: -0.353 hartree
total charge: 0
LUMO: 0.019 hartree
electronic energy: -21119.6257 eV

---

(4)
Molecular formula: C3H6N2O2S
Method: DFT, ωB97M-V/def2-TZVPD

The geometry in XYZ format:
```
14
Properties=species:S:1:pos:R:3:forces:R:3
C -0.02775 -0.95597 2.47281 2.586 -1.164 1.475
S 1.13759 -0.44089 1.19113 0.211 -0.135 1.345
N 0.04171 -0.25166 -0.05229 0.223 1.666 -3.721
C 0.58439 -0.51691 -1.42840 -1.113 -1.043 -0.329
C 0.31065 0.87839 -1.11317 -0.259 0.055 0.736
N -1.08208 1.48096 -1.50594 2.125 -2.046 0.165
O -1.87635 0.78187 -2.08668 -0.007 0.032 -0.060
O -1.22752 2.59110 -1.11473 -0.596 1.728 0.306
H 0.69770 -1.08594 3.36374 -1.212 0.521 -1.048
H -0.40660 -1.96617 2.35505 -0.210 0.019 -0.544
H -0.79872 -0.26513 2.70506 -0.499 0.748 0.070
H -0.08159 -1.03047 -2.15118 0.159 0.320 0.775
H 1.60279 -0.89698 -1.50277 0.038 0.484 0.151
H 1.12577 1.67779 -1.13263 -1.446 -1.185 0.681
```
Positions in Å, forces in eV/Å.

Computed properties:
energy above the lowest of the compared OMol25 structures with the same formula, charge and spin: 605.4 kJ/mol
SMILES: CSN1C[C@H]1[N+](=O)[O-]
HOMO level: -0.328 hartree
total charge: 0
LUMO: 0.016 hartree
electronic energy: -21113.5744 eV

---

(5)
Molecular formula: C3H6N2O2S
Method: DFT, ωB97M-V/def2-TZVPD

The geometry in XYZ format:
```
14
Properties=species:S:1:pos:R:3:forces:R:3
O -0.37148 2.06746 -0.37893 -0.658 0.235 -0.448
C 0.59741 1.27518 0.21355 -0.380 -1.570 -0.582
C 0.57593 -0.23015 -0.10461 -0.815 -0.803 0.401
C -0.75367 -0.91343 -0.10859 -0.039 0.017 -0.823
N -1.81140 -0.22515 0.08866 -0.696 -1.470 -0.178
O -2.96913 -1.07280 -0.08323 1.059 0.775 0.322
N 1.56633 -1.05003 -0.18026 -0.483 1.024 0.043
S 3.11905 -0.38497 -0.02663 0.402 -0.641 -0.161
H -1.23916 1.71231 -0.13915 0.052 0.002 -0.073
H 1.51900 1.62244 -0.17052 1.210 0.667 0.181
H 0.49455 1.28876 1.28156 0.492 0.350 0.910
H -0.79039 -1.99038 -0.39399 0.007 0.818 0.367
H -3.69554 -0.53255 0.25097 0.118 0.061 -0.055
H 3.75850 -1.56670 -0.24886 -0.269 0.535 0.097
```
Positions in Å, forces in eV/Å.

Computed properties:
energy above the lowest of the compared OMol25 structures with the same formula, charge and spin: 388.1 kJ/mol
SMILES: OCC(/C=N/O)=N\S
HOMO level: -0.332 hartree
total charge: 0
LUMO: 0.005 hartree
electronic energy: -21115.8269 eV

---

(6)
Molecular formula: C3H6N2O2S
Method: DFT, ωB97M-V/def2-TZVPD

The geometry in XYZ format:
```
14
Properties=species:S:1:pos:R:3:forces:R:3
C 1.93674 -1.75455 0.10318 1.092 -0.231 -0.712
C -1.53660 0.16375 -1.98817 1.265 0.843 1.024
C -0.18277 0.37953 0.38121 -5.387 -4.072 -8.427
N 0.84645 -1.89219 -0.19636 -0.580 -0.739 0.036
N 0.40018 0.97831 1.33927 1.689 2.142 8.596
O 0.07046 0.36689 2.60133 0.262 0.618 0.789
O 1.26507 1.82232 1.28668 2.415 1.737 -0.214
S -0.05724 1.06114 -1.21770 -1.247 -0.759 0.615
H 2.99894 -1.66342 0.08234 0.054 0.119 0.506
H -1.34891 0.31141 -3.06464 -0.378 -0.786 0.487
H -2.43904 0.66850 -1.65674 -0.034 0.185 -0.166
H -1.53429 -0.83680 -1.51555 0.162 0.254 -1.069
H -0.79334 -0.54442 0.47220 0.977 1.160 0.413
H 0.37435 0.93955 3.37295 -0.291 -0.470 -1.878
```
Positions in Å, forces in eV/Å.

Computed properties:
<S²>: 2.01
energy above the lowest of the compared OMol25 structures with the same formula, charge and spin: 386.1 kJ/mol
HOMO level (spin up / spin down): -0.187 / -0.349 hartree
total charge: 0
2S+1: 3
LUMO (spin up / spin down): 0.031 / -0.044 hartree
electronic energy: -21110.6354 eV

---

(7)
Molecular formula: C3H6N2O3
Method: DFT, ωB97M-V/def2-TZVPD

The geometry in XYZ format:
```
14
Properties=species:S:1:pos:R:3:forces:R:3
H -0.30478 -1.01220 0.89883 1.545 0.183 2.511
N 0.48977 -0.72243 1.61703 -3.175 -0.432 -2.149
C 1.29006 -0.12575 0.86583 3.381 -0.416 -0.584
N 2.58583 0.27634 1.32692 -1.539 -1.142 1.607
O 1.22745 -0.09069 -0.57427 0.660 1.784 3.074
C -0.00305 -0.08830 -1.18343 0.497 0.986 -2.442
O -0.98791 0.93722 -0.97241 0.292 -0.421 0.640
C -2.20442 0.42166 -0.65384 1.019 1.532 1.329
O -2.55196 -0.66395 -0.36147 0.395 -2.314 -0.425
H 2.76925 -0.00082 2.41137 -0.547 1.479 -3.960
H 3.06518 1.00568 0.78829 -0.204 -0.608 0.934
H -0.57141 -0.94989 -0.98159 -0.058 -1.737 -0.398
H 0.33798 0.15474 -2.20820 -0.683 -1.090 0.137
H -2.82157 1.21869 -0.42245 -1.583 2.196 -0.274
```
Positions in Å, forces in eV/Å.

Computed properties:
energy above the lowest of the compared OMol25 structures with the same formula, charge and spin: 293.4 kJ/mol
SMILES: [H]/N=C(/N)OCOC=O
HOMO level: -0.355 hartree
total charge: 0
LUMO: 0.028 hartree
electronic energy: -12329.1876 eV

---

(8)
Molecular formula: C3H6N2O3
Method: DFT, ωB97M-V/def2-TZVPD

The geometry in XYZ format:
```
14
Properties=species:S:1:pos:R:3:forces:R:3
C 0.25714 0.04309 1.73877 0.093 0.521 -0.145
C 0.58830 -1.05949 0.78821 -1.266 -1.806 -0.407
O -0.18110 -1.93874 0.40290 1.133 1.527 0.704
O 1.87463 -1.07064 0.40426 0.183 -0.347 -0.259
H 1.06917 0.77402 1.77842 -0.105 -0.174 0.073
H -0.64751 0.55474 1.40474 -0.012 -0.190 0.106
H 0.09485 -0.37429 2.73478 -0.043 -0.001 -0.140
H 1.95875 -1.89631 -0.11645 0.083 0.442 0.118
N -2.77609 -0.43918 -1.09166 1.611 -0.078 -0.334
C -1.66733 -0.23501 -1.38196 0.415 1.535 -0.481
O -0.46615 0.23428 -1.81935 -1.895 -1.301 0.757
N -0.25707 1.59558 -1.33967 -0.076 -0.104 -0.155
H 0.76171 1.65617 -1.38535 -0.177 -0.053 0.039
H -0.60929 2.15580 -2.11763 0.055 0.031 0.123
```
Positions in Å, forces in eV/Å.

Computed properties:
energy above the lowest of the compared OMol25 structures with the same formula, charge and spin: 372.4 kJ/mol
SMILES: CC(=O)O.N#CON
HOMO level: -0.387 hartree
total charge: 0
LUMO: 0.017 hartree
electronic energy: -12328.3686 eV

---

(9)
Molecular formula: C3H6N2O3S
Method: DFT, ωB97M-V/def2-TZVPD

The geometry in XYZ format:
```
15
Properties=species:S:1:pos:R:3:forces:R:3
N 1.93845 -1.00805 -0.12415 -0.170 0.378 0.344
C 0.71732 -0.36487 0.38300 0.704 -0.562 -0.306
C -0.54410 -1.01970 -0.20750 0.540 0.129 -0.287
S -1.82808 0.20493 0.03856 -0.060 0.368 -0.268
O -2.32710 0.13460 1.39392 0.366 -0.057 -1.054
O -2.74370 0.30738 -1.07556 0.673 -0.088 0.962
N -0.70414 1.48277 -0.07790 -0.232 -0.799 0.056
C 0.63788 1.14739 0.09034 -1.975 -1.460 0.452
O 1.56124 1.87928 0.02216 1.258 1.199 -0.167
H 2.79473 -0.69797 0.36419 -0.920 -0.071 -0.228
H 2.04144 -0.71154 -1.08337 0.278 -0.083 -0.285
H 0.67423 -0.54323 1.44771 0.089 0.364 0.471
H -0.36729 -1.27516 -1.25387 -0.364 0.528 -0.164
H -0.79713 -1.95450 0.25985 -0.267 -0.165 0.544
H -1.05375 2.41866 -0.17738 0.082 0.318 -0.070
```
Positions in Å, forces in eV/Å.

Computed properties:
energy above the lowest of the compared OMol25 structures with the same formula, charge and spin: 0.0 kJ/mol
SMILES: N[C@@H]1CS(=O)(=O)NC1=O
HOMO level: -0.380 hartree
total charge: 0
LUMO: 0.022 hartree
electronic energy: -23165.9676 eV

---

(10)
Molecular formula: C3H6N2O3S
Method: DFT, ωB97M-V/def2-TZVPD

The geometry in XYZ format:
```
15
Properties=species:S:1:pos:R:3:forces:R:3
C -0.35401 -0.38130 0.07332 -0.998 -0.253 -0.399
C -0.53232 -1.84455 0.05624 -3.368 -1.062 -2.252
C -1.56496 1.67405 -0.24344 -2.059 2.059 0.354
N 0.75897 0.10903 0.35868 1.683 -0.673 0.272
N 1.47091 1.33311 0.26198 0.749 1.532 -0.324
O -1.49239 0.26403 -0.23927 0.706 -0.519 0.444
O 3.18712 -0.23693 1.44964 0.263 0.416 -0.757
O 2.87603 -0.48145 -0.99817 0.879 0.152 -0.404
S 2.54361 0.15061 0.22928 -2.386 -0.829 1.388
H 0.26941 -2.50742 0.18554 1.508 -0.189 0.995
H -0.81378 -2.16182 -1.05169 0.011 0.914 2.077
H -1.42080 -2.10542 0.71588 1.153 0.102 -0.855
H -2.76637 1.85503 -0.21299 3.134 -0.038 0.082
H -1.00257 2.22816 0.58852 -1.012 -1.237 -0.802
H -1.15886 2.10486 -1.17352 -0.263 -0.375 0.183
```
Positions in Å, forces in eV/Å.

Computed properties:
energy above the lowest of the compared OMol25 structures with the same formula, charge and spin: 484.0 kJ/mol
HOMO level: -0.331 hartree
total charge: 0
LUMO: 0.002 hartree
electronic energy: -23160.9509 eV

---

(11)
Molecular formula: C3H6N2O3S2
Method: DFT, ωB97M-V/def2-TZVPD

The geometry in XYZ format:
```
16
Properties=species:S:1:pos:R:3:forces:R:3
C 0.51787 -0.74208 3.54408 0.926 0.872 1.382
C 0.40973 0.95665 -0.22580 0.629 -1.880 -1.250
C -2.02848 -0.45125 -0.87184 -1.364 1.282 -0.061
N 2.58437 0.18473 0.40694 0.892 -0.256 -0.272
N 1.54022 0.19818 -0.32160 -1.156 0.610 -0.840
O 0.98695 -0.13588 4.39648 0.160 0.494 0.480
O -0.04395 -0.15551 -2.58535 -0.191 -0.218 1.434
O -1.29029 1.88523 -1.95374 0.392 -2.282 1.447
S -0.05991 -1.59761 2.43259 -1.076 -1.373 -1.883
S -0.73304 0.57927 -1.51210 0.545 2.790 -2.411
H 0.15789 1.87251 0.27153 0.665 -0.009 0.688
H -1.84049 -1.47742 -1.19015 -0.047 0.137 0.200
H -2.05788 -0.31525 0.24999 -0.253 -0.219 -1.361
H -2.94037 0.00934 -1.42920 1.309 -1.070 1.267
H 3.35814 -0.41790 -0.01421 -1.765 0.764 0.368
H 1.43924 -0.39301 -1.19765 0.336 0.357 0.812
```
Positions in Å, forces in eV/Å.

Computed properties:
energy above the lowest of the compared OMol25 structures with the same formula, charge and spin: 132.6 kJ/mol
HOMO level (spin up / spin down): -0.331 / -0.331 hartree
total charge: 0
LUMO (spin up / spin down): 0.002 / 0.002 hartree
electronic energy: -33998.2971 eV

---

(12)
Molecular formula: C3H6N2OS
Method: DFT, ωB97M-V/def2-TZVPD

The geometry in XYZ format:
```
13
Properties=species:S:1:pos:R:3:forces:R:3
C -0.10213 -1.22132 -0.20711 3.368 2.765 4.345
C -1.42640 -0.57658 0.11642 -1.090 -2.557 -2.716
C -0.11260 1.25119 -0.39313 -0.656 2.242 4.346
H 2.49188 -0.24493 1.26107 -0.646 0.681 -2.096
H -0.20329 -1.80068 -1.11796 0.967 -0.435 0.404
H 0.44543 -1.67913 0.93351 -1.449 0.844 -4.160
H -1.94124 -1.21830 -0.64986 -1.226 1.213 0.697
H -1.99453 -0.71642 1.02819 0.689 0.249 0.585
H 1.07663 2.72305 -0.03272 -2.219 -0.403 0.348
N 0.72056 0.17631 -0.51539 1.080 -3.800 0.159
N 0.01602 2.48688 0.07586 2.727 -2.296 -2.680
O -1.35895 0.73173 -0.31924 -1.411 1.429 -0.625
S 2.38863 0.08821 -0.17964 -0.136 0.068 1.393
```
Positions in Å, forces in eV/Å.

Computed properties:
energy above the lowest of the compared OMol25 structures with the same formula, charge and spin: 436.1 kJ/mol
HOMO level: -0.339 hartree
total charge: 0
LUMO: 0.015 hartree
electronic energy: -19067.6468 eV

---

Which of these has the highest energy above the lowest of the compared OMol25 structures with the same formula, charge and spin? number 2

---

Which value of energy above the lowest of the compared OMol25 structures with the same formula, charge and spin does entry 1 give? 208.1 kJ/mol

---

The highest energy above the lowest of the compared OMol25 structures with the same formula, charge and spin belongs to which entry? number 2